A:
The following is a quantum chemistry calculation of C19H29BCdClN5O5S as an isolated structure, from OMol25.

## Properties
frontier orbital gap	0.346	hartree

Structure (ORCA input):
```
! wB97M-V def2-TZVPD RIJCOSX def2/J DEFGRID3
* xyz 0 1
Cd 0.648 -0.283 0.484
C -1.686 2.144 0.858
C -0.532 2.607 -0.039
N 0.725 2.044 0.416
C 1.277 2.635 1.620
C 0.995 1.796 2.842
C 1.161 2.302 4.125
C 0.939 1.456 5.199
C 0.521 0.159 4.963
C 0.357 -0.257 3.646
C -0.078 -1.654 3.297
N -0.685 -1.710 1.977
C -2.115 -1.440 1.954
C -2.423 0.063 1.963
N -1.746 0.698 0.849
N 0.616 0.548 2.628
H -2.621 2.615 0.520
H -1.498 2.477 1.880
H -0.503 3.711 -0.049
H -0.714 2.244 -1.054
H 1.415 2.039 -0.331
H 0.894 3.655 1.777
H 2.365 2.689 1.521
H 1.470 3.325 4.274
H 1.088 1.808 6.208
H 0.340 -0.523 5.778
H -0.746 -2.047 4.081
H 0.839 -2.254 3.293
H -0.496 -2.605 1.537
H -2.627 -1.908 2.814
H -2.528 -1.862 1.034
H -2.070 0.520 2.892
H -3.518 0.192 1.922
H -2.154 0.365 -0.021
O 2.923 -1.503 2.773
Cl 3.085 -1.400 1.363
O 4.338 -1.897 0.960
O 2.028 -2.144 0.740
O 2.957 -0.023 0.991
C 2.739 1.402 -4.163
S 1.312 1.389 -2.994
O 1.836 0.805 -1.738
C 0.405 0.062 -3.822
C 0.949 -1.208 -3.885
C 0.234 -2.214 -4.509
C -1.018 -1.951 -5.041
C -1.575 -0.687 -4.929
C -0.859 0.329 -4.319
H 3.078 0.390 -4.348
H 3.531 1.988 -3.708
H 2.419 1.863 -5.089
H 1.904 -1.415 -3.421
H 0.660 -3.203 -4.575
H -1.576 -2.740 -5.523
H -2.565 -0.488 -5.314
H -1.283 1.318 -4.210
B -2.482 -2.665 -1.849
C -1.228 -1.857 -1.461
N -0.371 -1.187 -1.054
H -2.242 -3.433 -2.732
H -3.310 -1.854 -2.176
H -2.799 -3.227 -0.829
*
```


B:
The following is a quantum chemistry calculation of C19H29BCdClN5O5S as an isolated structure, from OMol25.

## Properties
frontier orbital gap	0.333	hartree

Structure (ORCA input):
```
! wB97M-V def2-TZVPD RIJCOSX def2/J DEFGRID3
* xyz 0 1
Cd 0.548 0.078 -0.116
C 0.080 2.574 2.457
C 0.732 1.405 3.178
N 0.437 0.087 2.600
C -0.933 -0.374 2.846
C -1.945 0.216 1.898
C -3.249 0.438 2.314
C -4.164 0.952 1.411
C -3.737 1.296 0.139
C -2.416 1.063 -0.205
C -1.876 1.466 -1.573
N -0.464 1.814 -1.533
C -0.154 3.217 -1.238
C -0.350 3.520 0.241
N 0.415 2.575 1.043
N -1.562 0.489 0.648
H 0.393 3.494 2.965
H -1.007 2.513 2.546
H 0.442 1.410 4.234
H 1.815 1.505 3.123
H 1.167 -1.643 2.977
H -1.244 -0.197 3.881
H -0.922 -1.451 2.682
H -3.540 0.212 3.332
H -5.197 1.100 1.702
H -4.410 1.753 -0.576
H -2.491 2.286 -1.955
H -1.998 0.617 -2.248
H -0.001 1.522 -2.385
H -0.768 3.905 -1.830
H 0.892 3.380 -1.498
H -1.406 3.393 0.504
H -0.090 4.565 0.440
H 1.412 2.721 0.909
O 2.057 -3.544 0.137
Cl 1.349 -2.463 0.779
O 0.867 -2.929 2.099
O 0.073 -2.163 -0.012
O 1.295 -0.756 3.362
C -0.444 -1.769 -4.734
S -0.312 -1.958 -2.942
O 0.344 -0.653 -2.526
C 0.960 -3.207 -2.987
C 2.281 -2.830 -3.163
C 3.264 -3.807 -3.126
C 2.918 -5.135 -2.902
C 1.588 -5.496 -2.727
C 0.598 -4.526 -2.763
H 0.503 -1.359 -5.085
H -1.261 -1.073 -4.943
H -0.647 -2.739 -5.189
H 2.536 -1.784 -3.293
H 4.303 -3.532 -3.254
H 3.691 -5.890 -2.828
H 1.324 -6.527 -2.527
H -0.442 -4.781 -2.592
B 3.906 2.586 -1.772
C 3.129 1.449 -1.021
N 2.519 0.667 -0.430
H 3.188 3.569 -1.662
H 4.966 2.754 -1.213
H 4.038 2.262 -2.933
*
```


Winner for stability: B